No. 1
A single C4H10N2 molecule. Source: OMol25; level of theory: ωB97M-V/def2-TZVPD.

- Frontier orbital gap: 9.4 eV
- SMILES: C=NNCCC
- Maximum force: 5.550 eV Å⁻¹
- E_HOMO: -8.372 eV

Last column: Mulliken charge in e.
Element x y z (Å)
H  1.94  1.66  -0.14  0.17
C  2.57  0.70  -0.07  -0.26
N  2.04  -0.47  0.07  -0.78
H  -0.50  0.82  1.01  0.24
H  -1.66  -1.42  0.22  0.27
N  0.76  -0.71  0.07  0.25
H  0.48  -1.74  0.72  0.29
H  -1.70  -0.58  -1.51  0.25
H  -2.77  0.49  1.40  0.25
C  -2.77  0.44  0.16  -1.04
H  0.01  0.99  -0.69  0.36
H  -3.73  0.00  -0.19  0.34
H  -2.64  1.60  -0.23  0.24
C  -1.64  -0.46  -0.37  -0.17
C  -0.27  0.26  0.03  -0.70
H  3.62  0.86  -0.16  0.29

---

No. 2
A single C4H10N2 molecule. Source: OMol25; level of theory: ωB97M-V/def2-TZVPD.

- Frontier orbital gap: 8.9 eV
- SMILES: CC/C(N)=C/N
- Maximum force: 1.652 eV Å⁻¹
- E_HOMO: -7.829 eV

Last column: Mulliken charge in e.
Element x y z (Å)
H  -1.23  1.53  -0.91  0.39
H  0.38  2.29  0.31  0.22
H  0.02  0.63  -2.72  0.32
C  -1.01  0.48  -0.75  -0.83
H  1.73  -1.64  1.73  0.21
C  -0.38  -0.09  -2.03  -1.04
H  0.45  -0.76  -1.77  0.33
C  0.00  -0.80  1.08  -0.17
N  1.00  -1.04  2.08  -0.62
C  -0.10  0.37  0.45  0.33
H  -1.93  0.01  -0.53  0.33
N  0.57  1.52  0.88  -0.52
H  -1.03  -0.86  -2.47  0.29
H  1.55  1.49  1.10  0.22
H  -0.62  -1.61  0.69  0.29
H  0.59  -1.53  2.87  0.25

---

No. 3
2 unconnected molecules or ions with the total composition C4H10N2. Source: OMol25; level of theory: ωB97M-V/def2-TZVPD.

- Frontier orbital gap (alpha / beta): 7.1 / 3.6 eV
- Charge: +1
- Multiplicity: 2
- Maximum force: 3.282 eV Å⁻¹
- E_HOMO (alpha / beta): -12.697 / -12.654 eV
- Expectation value of S²: 0.760

Last column: Löwdin spin population.
Element x y z (Å)
N  -0.98  -1.52  -0.73  0.01
H  1.18  2.04  1.40  0.03
H  2.32  2.20  -0.58  0.04
C  0.22  1.70  1.01  0.09
C  -1.62  -2.05  0.56  0.00
H  -2.66  -1.83  0.35  0.00
H  -1.51  -3.11  0.32  0.00
H  1.29  2.38  -2.10  0.03
H  0.98  -1.78  -0.09  0.00
C  1.32  2.20  -1.03  0.08
H  -1.22  -1.71  1.51  0.00
H  0.02  0.72  1.45  0.00
H  -0.58  2.39  1.26  0.01
N  0.33  1.70  -0.45  0.70
H  0.64  -1.66  -1.95  0.00
C  0.26  -1.67  -0.93  0.01

---

Energy relative to the best compared isomer or geometry (same formula, charge and spin) per entry: 338.26; 99.67; 460.29 kJ/mol